(1)
Density functional theory data (wB97M-V/def2-TZVPD) for a structure of composition C54H39F7O14V3 at a distorted geometry.

Values from the calculation:
- Net charge: -1
- Orbital gap: 0.052 Eh

```
117
Properties=species:S:1:pos:R:3:forces:R:3
V -6.04693 -2.57781 1.77964 -0.96 0.18 -1.82
V 7.48827 2.63110 -2.87071 2.92 1.53 0.99
V 5.66251 -4.69339 -6.10802 -2.39 -1.94 -1.24
F 2.57240 -8.38190 6.57585 0.15 -0.40 -0.24
F -5.49630 -7.63404 1.16993 0.12 -0.24 0.01
F 3.81825 -12.93234 -5.42981 0.10 0.31 0.02
F 5.23338 10.20516 -0.42919 1.51 0.51 -0.12
F -0.23876 11.35111 7.00701 -0.27 -0.65 0.17
F -11.26851 1.48915 5.14006 1.16 0.12 0.14
F -8.99083 4.72710 -2.20102 -0.06 -0.07 -0.04
O -1.51151 -2.42855 -0.71613 0.81 0.90 -0.67
O 8.76817 -1.61132 -9.55981 1.06 1.25 -0.19
O 7.71249 4.18821 -3.19829 -0.59 -2.25 0.34
O 8.58196 0.37940 -7.74960 0.96 1.13 -0.72
O 6.57777 -5.68357 -5.30347 -0.36 0.33 -0.30
O 4.39699 -5.50259 -6.78987 2.81 1.74 1.51
O -1.81675 -0.05030 0.56168 0.50 -0.02 -0.01
O -6.70115 -2.45867 3.19768 -0.12 -0.02 0.08
O 11.43684 0.90382 -12.35840 -1.78 0.28 4.69
O 2.77292 -1.44970 -2.01088 -1.72 2.23 1.82
O -7.17362 -2.54275 0.62244 1.36 -0.07 1.58
O 11.73602 2.88166 -10.17121 -2.42 -3.30 -0.48
O 8.81357 2.12817 -2.08584 -2.43 0.61 -1.36
O 2.63769 0.99205 -0.52891 -1.45 -1.33 -0.35
C 3.05863 -7.24131 6.04635 0.17 0.74 0.88
C 9.32487 0.61730 -8.70686 -0.13 -1.63 0.06
C -9.76863 1.40596 6.99518 0.30 0.81 -0.48
C -0.73677 -0.27399 0.02831 0.94 0.06 -0.87
C 1.69077 -10.30286 -4.20159 -0.81 0.32 -0.69
C 3.06303 9.71194 -0.36933 0.02 -1.19 0.62
C 3.93546 -11.71095 -3.37998 -0.28 -0.08 -0.81
C 0.61270 -1.84694 -1.65247 -2.98 0.82 1.86
C -9.03356 2.27205 4.84386 0.82 0.17 -0.73
C -4.07478 -10.68331 -1.12835 -0.36 -0.62 -0.97
C -5.60265 -8.82807 -0.85103 0.34 0.18 -0.20
C -8.35546 6.57916 -0.87576 0.39 -0.13 -0.59
C -5.06801 -9.83389 -1.62702 0.33 -1.04 0.25
C -0.61209 -1.58496 -0.88140 -0.36 -1.18 0.95
C -6.05383 6.77463 -0.21585 0.17 -0.42 -0.26
C -2.11844 8.26741 6.50000 -0.05 -1.23 -0.51
C -3.48958 -10.49304 0.09789 -0.45 1.22 0.29
C 0.07374 8.00734 5.63016 0.34 -0.95 -0.61
C 3.88417 -5.02427 6.53683 -0.87 -1.32 -0.67
C -8.56851 1.82595 7.59321 -1.01 -0.10 -2.01
C 10.91389 1.86304 -10.08225 4.75 3.66 -2.40
C 3.48283 -6.27523 6.98610 0.30 -0.29 -0.65
C 2.40053 12.44929 -0.93665 -0.83 -4.12 0.47
C 1.69185 -1.00896 -1.43137 3.47 -2.24 -2.53
C -7.59424 2.39390 6.75829 0.39 0.30 -0.36
C 0.35589 9.30061 5.97109 0.64 1.48 0.91
C -0.54912 10.06522 6.70952 -0.93 -0.92 -1.40
C 10.06934 -0.29596 -11.00002 -1.32 -2.98 1.24
C -8.02123 5.38166 -1.53732 -0.18 0.50 1.05
C -10.00614 1.72973 5.63627 -0.58 -0.87 1.96
C -1.85411 9.53868 6.89503 1.08 1.65 1.00
C 3.41319 -10.71594 -2.55443 -0.32 -0.65 -1.11
C 3.98999 10.66040 -0.53637 0.40 0.28 -0.13
C -6.77096 4.79207 -1.43111 0.55 0.97 0.44
C 2.23122 -11.22821 -5.06045 1.12 -0.99 -0.83
C -5.05434 -8.66008 0.40479 0.41 -0.36 0.35
C 3.29510 -5.73519 4.24525 0.43 -0.72 0.56
C -5.74748 5.54067 -0.78830 -0.93 0.22 0.05
C 3.73863 -4.81486 5.16445 0.12 1.89 -0.06
C 1.76169 10.08076 -0.41996 -0.85 -0.40 0.38
C -7.74960 2.58107 5.35028 -1.75 -0.63 2.17
C -1.14486 7.47741 5.89925 -1.57 -0.30 0.29
C -7.34456 7.27223 -0.24474 0.32 -0.05 0.13
C 0.47391 0.55596 0.13114 -3.01 -1.18 -0.03
C -4.02037 -9.47708 0.88217 0.16 0.90 0.01
C 1.61246 0.23829 -0.58328 3.43 1.76 -0.14
C 2.28914 -10.03390 -3.01625 0.37 0.35 1.97
C 1.40324 11.37177 -0.66569 0.46 2.88 -1.45
C 3.35172 -11.92635 -4.65850 0.21 0.22 1.98
C 9.41068 -0.57059 -9.78215 -1.94 -0.05 1.41
C 3.71241 11.98246 -0.84198 0.09 0.84 -0.25
C 10.82882 0.78926 -11.17383 3.67 3.14 -5.37
C 3.02980 -7.03561 4.67827 -0.66 0.42 0.32
C 10.19366 1.77627 -8.94584 -3.21 -1.96 2.46
H -9.32946 7.04575 -0.87545 -0.26 -0.47 -0.31
H -5.41855 -10.02529 -2.63046 -0.21 0.11 -0.02
H 1.82626 -9.33538 -2.33493 -0.07 0.22 -0.06
H 0.37705 1.48366 0.67555 0.31 0.01 0.11
H -1.44251 6.47611 5.62500 0.32 -0.13 -0.14
H 10.06239 -1.11735 -11.70120 0.03 0.24 -0.43
H -2.56163 -10.94445 0.41654 -0.25 -0.55 0.01
H -4.71754 5.23652 -0.67373 -0.09 -0.59 -0.28
H -3.81519 -11.55465 -1.71126 0.36 0.14 -0.31
H -9.29477 2.40804 3.80478 0.15 0.19 -0.16
H 0.73218 -2.77688 -2.18850 -0.04 0.11 -0.11
H -6.98035 3.01675 4.72992 -0.01 -0.07 0.06
H 3.17042 -5.43198 3.21621 0.02 -0.14 -0.05
H 10.19750 2.55812 -8.20079 0.20 0.13 -0.08
H 2.16968 13.41685 -1.35731 -0.21 0.01 0.38
H -10.49742 0.91782 7.62526 -0.35 0.05 -0.28
H 0.76128 7.36786 5.09655 0.42 0.29 -0.02
H -6.64253 3.79036 -1.81385 0.23 0.06 -0.17
H 4.74673 -12.34390 -3.05193 0.13 -0.01 -0.09
H 3.53369 -6.50003 8.04122 -0.23 -0.30 0.00
H 0.76171 -9.79577 -4.41636 0.02 0.07 -0.34
H 0.35505 11.52804 -0.87374 -0.13 0.51 0.32
H 2.62934 -7.77166 3.99691 0.09 -0.22 0.12
H 4.56763 12.59916 -1.07581 0.02 0.27 0.07
H -5.28797 7.36081 0.27021 0.16 -0.08 0.02
H -7.52105 8.21868 0.24463 -0.30 0.06 -0.02
H 3.32934 8.68875 -0.14897 0.24 0.01 -0.06
H -6.69964 2.72120 7.26718 0.33 0.06 -0.28
H -6.34651 -8.16905 -1.27385 -0.09 0.14 0.31
H -8.50813 1.72735 8.66700 0.55 -0.02 -0.04
H 3.78980 -10.53245 -1.55899 0.18 -0.01 -0.06
H 4.16394 -4.26976 7.25714 0.16 0.16 -0.26
H -3.10228 7.83305 6.59899 -0.15 0.18 0.28
H -2.62650 10.07867 7.42249 0.09 0.39 -0.08
H 3.86958 -3.81421 4.77982 0.30 0.20 0.04
H 1.31443 9.71834 5.70073 0.07 0.19 0.09
H 1.08520 9.26268 -0.22124 -0.72 0.38 -0.22
H -3.49356 -9.22542 1.79076 -0.34 0.15 0.28
H 1.92404 -11.47719 -6.06546 -0.67 0.24 0.02
```
Forces are in eV/Å.

***

(2)
Density functional theory data (wB97M-V/def2-TZVPD) for a structure of composition C54H39N6OS3SbSeTa.

Values from the calculation:
- Multiplicity: 2
- Orbital gap (alpha / beta): 0.155 / 0.207 Eh

```
106
Properties=species:S:1:pos:R:3:forces:R:3
Ta 0.25300 -0.10844 -0.25604 -0.45 -0.23 -0.14
Sb -2.22394 -0.90535 -4.14394 -0.15 -0.16 -0.07
Se -2.12490 3.85237 0.78734 -0.18 0.16 -0.09
S -1.70688 0.96548 -1.33521 0.22 -0.13 0.13
S -1.77286 -1.10068 -1.50067 0.00 0.35 -0.04
S -3.43445 -2.77812 -4.42598 0.13 0.08 -0.03
O -1.22216 0.24985 1.39167 0.19 -0.10 -0.02
N 1.04930 1.90432 -0.11587 -0.07 -0.02 0.03
N 1.09077 0.05220 -2.29076 0.17 0.03 0.01
N 1.16669 -2.10544 -0.48955 0.16 0.13 0.04
N 1.40011 -0.26153 1.64617 0.03 0.01 0.01
N -3.83364 1.86519 1.91307 -0.08 0.11 0.13
N -4.35994 2.33890 -0.13762 -0.06 0.02 -0.12
C 0.67245 -4.07877 3.84918 -0.02 -0.01 -0.02
C 1.36781 -2.30762 -2.93522 -0.02 -0.16 -0.07
C 1.44620 -2.72412 1.87708 0.01 -0.08 0.06
C -0.39619 4.38105 -3.37025 -0.03 -0.02 -0.04
C 0.64785 -3.50132 -5.02933 -0.03 -0.04 0.03
C 0.89373 -4.40413 -6.05540 0.02 0.01 0.01
C 1.33153 -4.35208 -0.00920 0.00 -0.02 0.07
C -6.37850 -0.82114 1.51848 0.02 0.02 -0.03
C 0.97059 2.50631 -2.50637 0.02 0.15 0.04
C 1.55212 0.75855 2.55903 -0.04 -0.16 0.01
C 1.61653 -3.26188 -4.05950 -0.01 -0.01 0.01
C 1.83918 4.90557 5.52231 0.00 -0.01 -0.02
C 1.49809 -0.39718 -4.51741 0.05 -0.19 0.02
C 1.47118 2.12065 2.29122 -0.01 0.16 0.02
C -3.51597 2.66949 0.86746 0.09 -0.22 0.15
C 1.28634 -3.02533 0.53260 -0.11 -0.05 -0.06
C -4.84256 0.97780 1.54496 0.20 0.00 0.07
C -3.20111 1.93545 3.21387 0.02 -0.04 -0.08
C 0.66066 4.82460 4.79316 0.02 -0.02 -0.01
C 1.39582 4.02978 0.69147 0.03 0.02 0.06
C 1.79864 0.22061 3.86338 -0.03 0.10 0.02
C 1.01792 2.80882 -1.14874 0.06 0.02 0.01
C -6.07270 0.50575 -0.49017 -0.03 0.00 0.00
C 1.60923 -3.85403 2.84302 -0.01 0.00 -0.02
C -1.13539 -0.95610 1.13627 -0.02 0.03 0.01
C 1.27172 -2.83046 -1.65147 -0.13 -0.07 0.05
C -0.60779 5.46388 -4.21101 0.03 -0.01 0.00
C 0.36950 5.84045 -5.12260 0.00 -0.02 0.03
C 1.56462 5.13688 -5.18059 -0.03 0.00 0.00
C 2.79783 3.18004 4.14854 0.06 0.04 -0.05
C 0.54847 3.92249 3.74421 -0.02 -0.05 0.05
C -6.67885 -0.54469 0.18277 0.01 0.00 0.03
C -5.15587 1.26008 0.21937 0.06 0.10 -0.10
C 1.80734 -1.12411 3.74588 -0.03 -0.10 -0.04
C -2.02375 -1.99210 1.71780 0.01 -0.04 0.10
C 1.33471 -4.23086 -1.35393 -0.02 0.00 -0.09
C 2.83334 -3.93693 -4.13394 0.05 0.05 -0.02
C 2.86427 -5.75849 3.64225 -0.01 0.01 0.01
C 1.28319 2.64007 1.02310 -0.03 0.04 -0.06
C 2.90948 4.08409 5.19482 -0.02 0.00 0.00
C 2.10837 -5.07124 -6.12529 -0.01 0.02 0.03
C 1.11348 1.22448 -3.01908 -0.06 -0.16 -0.03
C 1.31369 -0.95454 -3.20840 0.12 0.16 0.00
C 1.91431 -5.98552 4.62809 -0.02 0.03 -0.02
C 0.82006 -5.13826 4.73283 0.03 -0.01 -0.01
C -5.45308 -0.06385 2.22406 -0.05 0.00 0.01
C 1.61607 3.08788 3.41813 -0.04 -0.03 0.01
C 1.77723 4.05387 -4.33970 0.06 0.03 0.05
C 1.53591 -1.42921 2.37264 0.10 0.13 0.03
C 2.71186 -4.70049 2.75802 0.06 0.02 0.01
C 1.34243 0.93452 -4.40766 -0.09 0.20 0.03
C 0.79474 3.65963 -3.43626 -0.01 -0.02 -0.01
C 3.08061 -4.83403 -5.16216 -0.03 0.01 -0.01
C 1.22165 4.13538 -0.64205 -0.01 0.02 -0.06
H 0.20473 6.68459 -5.77939 0.00 0.00 0.00
H -2.38544 -2.64922 0.92976 0.00 0.00 -0.01
H 2.72440 3.52832 -4.36525 -0.02 -0.03 -0.02
H -1.53741 6.01469 -4.14990 0.00 0.00 -0.01
H 0.07878 -5.30065 5.50450 0.00 0.00 -0.01
H 1.27204 5.02445 -1.24794 -0.01 -0.01 0.01
H 3.59326 -3.74570 -3.38494 -0.01 -0.01 0.00
H 2.02825 -6.81524 5.31328 0.00 0.01 0.01
H -1.44116 -2.60228 2.41073 0.00 0.02 0.00
H -0.37114 3.85732 3.17104 0.03 0.03 -0.01
H 1.71871 -0.96765 -5.40381 -0.04 -0.02 0.01
H 3.83571 4.14915 5.75119 0.00 0.01 0.00
H -0.17653 -3.41342 3.94749 0.00 -0.02 0.00
H -7.39048 -1.16727 -0.34173 0.00 0.00 0.00
H 1.99018 -1.84825 4.52155 0.00 -0.02 -0.02
H -0.17660 5.46589 5.03726 0.00 0.00 0.00
H -6.86691 -1.65112 2.01117 -0.01 0.01 0.00
H 2.33708 5.43426 -5.87802 0.00 0.01 0.01
H 1.92634 5.61001 6.33928 0.00 0.00 0.00
H -0.31093 -3.00050 -4.96805 0.00 -0.03 0.00
H -3.38609 1.00283 3.74205 0.02 0.00 0.00
H 4.03236 -5.34732 -5.21090 0.00 0.00 0.00
H 2.29653 -5.77675 -6.92422 0.00 0.00 0.00
H 3.64052 2.55341 3.88067 -0.02 -0.01 0.01
H 3.72932 -6.40394 3.56238 0.00 0.00 0.00
H 1.61949 4.81608 1.39258 -0.02 -0.01 0.01
H -2.13037 2.06802 3.07596 0.01 -0.02 0.00
H 1.37616 1.66186 -5.19998 0.02 0.03 0.04
H 3.46227 -4.51646 1.99863 -0.02 -0.01 -0.01
H -2.86216 -1.53030 2.24093 -0.01 -0.03 0.00
H -1.15396 4.08714 -2.65184 0.01 0.00 -0.01
H 0.12538 -4.58813 -6.79510 0.00 0.00 0.01
H -3.59660 2.77015 3.79281 -0.02 0.01 0.00
H 1.37289 -5.01706 -2.08914 0.01 0.02 0.00
H -5.22084 -0.28553 3.25723 0.00 0.00 0.00
H 1.37548 -5.25996 0.56793 0.00 0.02 0.01
H -6.29099 0.71164 -1.52940 0.00 -0.01 0.00
H -4.22049 2.68915 -1.07052 0.01 0.00 0.03
H 1.94809 0.79935 4.75886 0.01 0.02 -0.03
```
Forces are in eV/Å.

***

Calculated energy relative to the best compared isomer or geometry (same formula, charge and spin) in order - 559.2, 25.8 kcal/mol
Calculated calculated total energy in order - -6664.83645, -6378.42607 a.u.